(A)
Molecular formula: C3H14N2O2
Method: DFT, the ωB97M-V functional and the def2-TZVPD basis

ORCA input file:
```
! RIJCOSX wB97M-V def2-TZVPD def2/J DEFGRID3
* xyz 0 1
C 0.870 -1.801 1.408
N 0.500 -0.770 0.377
C -0.346 0.389 0.900
C -1.102 1.282 -0.062
N -0.357 1.580 -1.299
H 1.360 -1.403 2.419
H -0.060 -2.361 1.646
H 1.595 -2.476 0.938
H 1.329 -0.402 -0.030
H 0.422 0.924 1.530
H -1.067 -0.008 1.737
H -1.313 2.158 0.563
H -2.020 0.671 -0.365
H -0.752 2.440 -1.651
H -0.589 0.903 -2.042
O -1.982 -1.969 -1.092
H -1.956 -2.554 -0.251
H -1.200 -1.278 -0.961
O 2.390 1.330 -1.019
H 1.398 1.477 -1.114
H 2.880 1.869 -1.632
*
```

* frontier orbital gap: 0.3583 hartree
* highest occupied orbital energy: -8.97 eV
* SMILES: CNCCN.O.O

---

(B)
Molecular formula: C3H14N2O2
Method: DFT, the ωB97M-V functional and the def2-TZVPD basis

ORCA input file:
```
! RIJCOSX wB97M-V def2-TZVPD def2/J DEFGRID3
* xyz 0 1
C 0.606 -1.777 -2.124
C -0.027 -1.400 -0.778
N 0.524 -0.012 -0.511
C 0.640 0.181 0.919
N 1.550 1.236 1.388
H 1.678 -1.916 -1.942
H 0.251 -2.754 -2.464
H 0.504 -1.000 -2.899
H 0.245 -1.971 0.112
H -1.111 -1.324 -0.852
H 1.402 0.147 -0.990
H -0.380 0.479 1.183
H 0.957 -0.692 1.490
H 1.155 2.123 1.088
H 2.435 1.103 0.904
O -3.052 -1.773 4.217
H -2.548 -1.302 3.553
H -2.617 -1.640 5.055
O -1.071 4.332 -2.425
H -0.165 4.550 -2.230
H -0.977 3.410 -2.694
*
```

* frontier orbital gap: 0.3580 hartree
* highest occupied orbital energy: -9.10 eV
* SMILES: CCNCN.O.O

---

(C)
Molecular formula: C3H14N2O2
Method: DFT, the ωB97M-V functional and the def2-TZVPD basis

ORCA input file:
```
! RIJCOSX wB97M-V def2-TZVPD def2/J DEFGRID3
* xyz 0 1
C 0.708 -2.377 -0.737
C 1.324 -1.177 -0.019
N 1.555 -0.084 -0.915
C 2.051 1.120 -0.313
N 2.179 2.222 -1.272
H 0.147 -3.003 -0.050
H 0.025 -1.975 -1.466
H 1.503 -2.997 -1.152
H 2.235 -1.470 0.536
H 0.680 -0.906 0.822
H 2.143 -0.339 -1.695
H 1.367 1.468 0.470
H 3.017 0.939 0.183
H 1.962 3.069 -0.798
H 1.790 2.058 -2.179
O -4.215 -1.347 0.867
H -4.405 -0.459 0.530
H -4.383 -1.169 1.804
O -3.408 1.917 1.540
H -2.510 1.868 1.861
H -3.764 2.641 1.984
*
```

* frontier orbital gap: 0.3349 hartree
* highest occupied orbital energy: -8.61 eV
* SMILES: CCNCN.O.O

---

(D)
Molecular formula: C3H14N2O2
Method: DFT, the ωB97M-V functional and the def2-TZVPD basis

ORCA input file:
```
! RIJCOSX wB97M-V def2-TZVPD def2/J DEFGRID3
* xyz 0 1
N -1.178 0.143 -0.254
C -0.490 -0.509 0.884
C 0.952 -0.146 1.064
C 1.648 -0.665 2.338
N 3.058 -0.447 2.261
H -0.815 1.069 -0.426
H -1.045 -0.441 -1.069
H -0.694 -1.559 0.632
H -1.168 -0.537 1.761
H 1.540 -0.569 0.230
H 1.148 0.926 0.998
H 1.437 -1.743 2.445
H 1.119 -0.166 3.146
H 3.669 -0.484 3.066
H 3.511 -0.988 1.539
O -1.188 -0.698 -3.594
H -1.387 -1.562 -3.299
H -0.607 -0.673 -4.334
O -2.986 2.710 -2.424
H -3.589 2.915 -3.146
H -2.936 3.425 -1.819
*
```

* frontier orbital gap: 0.3488 hartree
* highest occupied orbital energy: -8.63 eV
* SMILES: NCCCN.O.O

---

Winner for stability: (C)

---

(A)
Molecular formula: C4H12O2
Method: DFT, the ωB97M-V functional and the def2-TZVPD basis

ORCA input file:
```
! RIJCOSX wB97M-V def2-TZVPD def2/J DEFGRID3
* xyz 0 1
C 0.675 -2.254 0.729
C 0.141 -1.377 -0.386
C 0.787 -0.035 -0.637
C -0.064 0.935 -1.428
O 0.236 2.316 -1.145
H 1.769 -2.295 0.749
H 0.359 -3.295 0.769
H 0.399 -1.850 1.707
H 0.082 -2.036 -1.260
H -0.911 -1.117 -0.208
H 1.098 0.456 0.305
H 1.797 -0.066 -1.066
H -1.125 0.754 -1.206
H 0.075 0.922 -2.509
H 0.597 2.400 -0.246
O -1.536 0.293 2.336
H -1.253 1.086 2.810
H -1.620 0.548 1.400
*
```

* frontier orbital gap: 0.4053 hartree
* highest occupied orbital energy: -10.39 eV
* SMILES: CCCCO.O

---

(B)
Molecular formula: C4H12O2
Method: DFT, the ωB97M-V functional and the def2-TZVPD basis

ORCA input file:
```
! RIJCOSX wB97M-V def2-TZVPD def2/J DEFGRID3
* xyz 0 1
C 0.000 0.000 0.000
C -0.972 -0.936 0.685
O -0.512 -1.476 1.820
C -1.039 -2.776 2.126
C -0.377 -3.283 3.311
H 0.943 -0.545 -0.171
H 0.227 0.936 0.538
H -0.442 0.255 -0.978
H -1.988 -0.529 0.853
H -1.054 -1.748 -0.063
H -2.139 -2.656 2.123
H -0.768 -3.422 1.268
H -0.456 -2.522 4.105
H 0.687 -3.540 3.174
H -0.918 -4.188 3.636
O 1.887 -2.390 0.194
H 1.584 -1.792 -0.527
H 1.268 -3.154 0.159
*
```

* frontier orbital gap: 0.3873 hartree
* highest occupied orbital energy: -9.64 eV
* SMILES: CCOCC.O

---

Winner for stability: (A)

---

(A)
Molecular formula: C4H12O2
Method: DFT, the ωB97M-V functional and the def2-TZVPD basis

ORCA input file:
```
! RIJCOSX wB97M-V def2-TZVPD def2/J DEFGRID3
* xyz 0 1
C 1.895 0.567 -0.908
C 0.667 0.856 0.032
C 0.642 2.212 0.691
O -0.608 0.373 -0.531
H 1.819 -0.677 -1.014
H 2.871 0.668 -0.256
H 1.983 0.999 -1.842
H 0.842 0.028 0.658
H 1.562 2.345 1.294
H 0.641 3.120 0.013
H -0.105 2.422 1.442
H -0.949 0.894 -1.293
C -2.018 -2.143 -0.009
O -1.399 -2.344 1.249
H -2.054 -3.105 -0.607
H -1.157 -1.435 -0.389
H -3.055 -1.585 -0.047
H -1.576 -3.195 1.516
*
```

* frontier orbital gap: 0.3868 hartree
* highest occupied orbital energy: -9.64 eV
* SMILES: CC(C)O.CO

---

(B)
Molecular formula: C4H12O2
Method: DFT, the ωB97M-V functional and the def2-TZVPD basis

ORCA input file:
```
! RIJCOSX wB97M-V def2-TZVPD def2/J DEFGRID3
* xyz 0 1
C 1.123 1.632 -0.873
C 0.803 0.846 0.352
C 0.883 -0.456 0.529
C 0.679 -1.187 1.828
H 1.544 1.039 -1.699
H 1.766 2.495 -0.711
H 0.159 1.917 -1.344
H 0.721 1.398 1.292
H 1.300 -1.090 -0.234
H 1.108 -2.175 1.748
H -0.365 -1.315 2.086
H 1.143 -0.709 2.670
O -3.204 1.304 1.134
H -3.741 1.119 1.913
H -2.308 1.246 1.497
O 0.351 -1.945 -2.574
H -0.298 -1.946 -3.281
H 1.178 -2.373 -2.783
*
```

* frontier orbital gap: 0.3602 hartree
* highest occupied orbital energy: -8.97 eV
* SMILES: C/C=C/C.O.O

---

(C)
Molecular formula: C4H12O2
Method: DFT, the ωB97M-V functional and the def2-TZVPD basis

ORCA input file:
```
! RIJCOSX wB97M-V def2-TZVPD def2/J DEFGRID3
* xyz 0 1
C -1.002 -1.528 -0.557
C 0.056 -1.241 0.467
C -0.195 -0.532 1.595
C 0.816 -0.026 2.551
H -1.843 -0.876 -0.307
H -0.929 -2.633 -0.588
H -0.766 -1.146 -1.571
H 1.128 -1.473 0.444
H -1.276 -0.463 1.761
H 1.694 -0.680 2.619
H 0.389 0.154 3.545
H 1.133 1.039 2.342
O 1.535 1.109 -1.720
H 1.034 0.513 -1.129
H 2.397 1.350 -1.388
O -1.347 1.447 -1.611
H -0.474 1.830 -1.779
H -1.892 2.237 -1.604
*
```

* frontier orbital gap: 0.3560 hartree
* highest occupied orbital energy: -8.91 eV
* SMILES: C/C=C/C.O.O

---

(D)
Molecular formula: C4H12O2
Method: DFT, the ωB97M-V functional and the def2-TZVPD basis

ORCA input file:
```
! RIJCOSX wB97M-V def2-TZVPD def2/J DEFGRID3
* xyz 0 1
C 1.175 3.719 3.032
O 0.829 4.133 4.322
C 1.265 5.465 4.520
H 0.887 2.654 3.043
H 2.257 3.788 2.826
H 0.629 4.224 2.218
H 0.862 5.818 5.485
H 0.931 6.154 3.726
H 2.367 5.493 4.568
C -2.526 -2.652 -1.694
O -2.121 -3.892 -2.061
C -2.515 -4.921 -1.113
H -2.167 -2.447 -0.672
H -3.628 -2.613 -1.695
H -2.146 -1.864 -2.366
H -3.610 -4.865 -0.993
H -2.048 -4.871 -0.115
H -2.261 -5.891 -1.572
*
```

* frontier orbital gap: 0.4005 hartree
* highest occupied orbital energy: -9.82 eV
* SMILES: COC.COC

---

Winner for stability: (B)